Formula: C36H36F6N6O6S2Ti
Source: the OMol25 dataset
Level of theory: ωB97M-V/def2-TZVPD

- E: -120234.5148 eV
- ΔE to the lowest compared entry with this formula, charge and spin: 8.6 kcal/mol
- E_HOMO: -7.569 eV
- Max |F|: 0.66 eV Å⁻¹

Geometry as ORCA input:
```
! RIJCOSX wB97M-V def2-TZVPD def2/J DEFGRID3
* xyz 0 1
Ti -0.3779 0.2998 -0.3400
S -0.1107 -0.4922 -3.5171
S -2.1708 -1.8451 -4.9439
F 0.5120 0.2666 -5.9649
F 1.1398 1.5940 -4.3807
F -0.9376 1.5530 -4.9847
F 0.0076 -3.1466 -5.5905
F -1.2443 -4.1702 -4.1492
F -1.8339 -4.0913 -6.2312
O -0.2943 0.3989 -2.3434
O 1.1720 -3.1209 -0.9463
O -1.9666 -1.0517 -6.1149
O 1.0974 -1.2494 -3.5221
O -3.4806 -2.2477 -4.5522
O 0.9114 -1.0102 -0.2829
N -0.2669 0.3478 1.7330
N -1.4318 -1.2578 -3.6629
N -2.0024 -0.8870 -0.1804
N 0.4597 2.0844 0.1083
N -2.0314 1.5985 -0.3904
N 3.2547 1.0432 -1.0949
C -5.6382 -0.7312 0.6650
C -3.1946 -0.3472 0.0933
C 3.5590 -3.3572 0.5558
C -4.1354 1.9522 0.7067
C -1.8762 -1.2915 2.8099
C 4.1126 -1.3012 2.3402
C 5.8699 0.2198 -0.6151
C 1.5622 -2.1683 -0.3179
C 4.0062 1.6315 -0.1683
C -6.1086 0.4728 1.1473
C -1.2501 -3.4142 -5.2441
C -0.7910 3.3377 -1.6025
C -0.0395 2.8232 4.4936
C 2.7469 -2.2272 0.5935
C 4.9253 -2.4243 2.2971
C 3.0257 -1.1979 1.4848
C -1.8778 -2.3358 -0.3641
C 4.6507 -3.4513 1.4014
C -0.4249 -0.8512 2.5543
C 5.3138 1.2638 0.1072
C 5.0993 -0.4000 -1.5842
C -4.3752 -1.0897 0.2125
C 0.6037 2.9848 -1.0333
C -1.9205 3.0340 -0.6280
C -0.0377 1.5122 2.3118
C -1.6148 -3.1307 0.9253
C -3.1476 1.1217 0.1295
C -0.3283 1.7529 3.6737
C 0.4950 2.5144 1.3661
C 1.1581 4.3613 2.9882
C 0.1484 0.8086 -4.8180
C 1.0754 3.7336 1.7546
C -2.2612 -2.6738 2.2401
C 0.6532 3.9941 4.2209
C -5.3978 1.6659 1.1786
C 3.8017 0.0485 -1.7918
H 5.2872 -4.3259 1.3679
H 0.1059 -0.7018 3.4971
H 1.2233 2.4889 -1.7774
H -4.2873 -2.1329 -0.0499
H -2.0518 -1.3245 3.8886
H -0.9750 2.7843 -2.5225
H -1.0432 -2.5143 -1.0398
H 1.5620 4.2774 0.9578
H -3.8418 2.9882 0.8074
H 3.3180 -4.1465 -0.1438
H -5.9227 2.5141 1.6054
H 5.4858 -1.2233 -2.1693
H 2.3936 -0.3191 1.4956
H -3.3499 -2.7176 2.1613
H -1.9395 -4.1575 0.7383
H 3.5319 2.4309 0.3950
H 0.1180 -1.6410 2.0383
H -2.5454 -0.5180 2.4335
H -7.1243 0.4933 1.5197
H -1.7664 3.5788 0.3139
H -1.9909 -3.4300 2.9824
H 6.8834 -0.1077 -0.4215
H 3.1658 -0.4251 -2.5312
H 5.8734 1.7764 0.8783
H -0.8234 4.3987 -1.8549
H 5.7755 -2.5021 2.9632
H 1.6927 5.3054 2.9678
H -2.7541 -2.7098 -0.8946
H 1.1209 3.8988 -0.7521
H -6.3535 -1.5469 0.6700
H 0.8057 4.6818 5.0422
H -0.4051 2.7211 5.5100
H -0.5353 -3.2093 1.0655
H -0.8963 0.9625 4.1468
H 4.3290 -0.5001 3.0357
H -2.8593 3.3970 -1.0575
*
```

Results of the Löwdin charge analysis, in e, for atoms 1 through 2:
1 Ti 1.1565
2 S 0.6601

Formula: C36H49BrN5O6PTi
Source: the OMol25 dataset
Level of theory: ωB97M-V/def2-TZVPD

- E: -160312.8661 eV
- E_HOMO (spin up / spin down): -8.661 / -10.864 eV
- Expectation value of S²: 0.78
- Max |F|: 1.63 eV Å⁻¹

Geometry as ORCA input:
```
! RIJCOSX wB97M-V def2-TZVPD def2/J DEFGRID3
* xyz 1 2
Br 7.7241 3.0965 0.9365
Ti 0.9636 0.1565 -0.6347
P -1.7733 0.5143 1.0260
O -1.0110 1.6761 1.8421
O -2.2574 -0.4311 2.2015
O -2.8562 1.0231 0.1681
O 2.7572 0.3532 -1.0518
O -0.5964 -0.1773 0.2963
O 0.7266 -0.8465 -2.0575
N 1.3784 1.8614 -2.9247
N 1.8878 0.2964 1.3965
N -1.1123 1.1527 -2.0675
N 1.0786 2.3626 -0.1966
N 1.4334 -1.9810 0.2798
C -1.5247 -2.5023 -2.2203
C -1.6558 2.8627 2.4325
C 5.1608 1.9108 1.2138
C -1.0530 2.0435 -3.2238
C 3.0656 0.7059 1.7140
C -2.6816 -3.2368 -2.3866
C 0.3066 1.8861 -3.9094
C 3.9882 1.2755 0.7729
C 1.2332 -1.9459 1.6272
C 0.7984 -1.6953 4.3650
C -0.5747 -2.4154 -3.2604
C -2.6561 -2.7946 1.8601
C 1.3437 -0.6818 2.2580
C -2.7813 2.4450 3.3711
C 1.0022 -4.3306 1.7322
C 6.1589 2.2172 0.3264
C -2.9343 -3.8888 -3.5891
C 1.7947 -1.7320 -4.0129
C 1.2372 -4.3616 0.3846
C 1.0120 3.4920 -1.1330
C -2.0141 -3.7979 -4.6269
C -0.5258 3.5330 3.2080
C 6.0411 1.8622 -1.0198
C 0.9999 -3.0932 2.4092
C -3.3154 -1.4518 2.1401
C -4.3802 -1.1862 1.0800
C 4.9038 1.2294 -1.4639
C -0.8449 -3.0792 -4.4689
C 0.7812 -2.9387 3.7997
C -3.9445 -1.4391 3.5263
C 1.7826 3.1589 -2.4130
C 1.1050 -0.5539 3.5960
C 1.4385 -3.1555 -0.3072
C -2.1811 3.8234 1.3646
C 3.8370 0.9327 -0.5965
C 0.6269 -1.6464 -3.0719
H -1.3240 -1.9854 -1.2893
H 0.6159 -1.5856 5.4258
H -1.8771 1.4011 -1.4441
H 0.1808 4.0150 2.5287
H -1.8389 1.8388 -3.9567
H -3.5385 1.8907 2.8176
H -2.4018 1.8140 4.1759
H -3.1842 -1.6185 4.2877
H 4.8062 0.9463 -2.5051
H -3.2472 3.3323 3.7980
H 0.3158 0.9322 -4.4410
H 0.4410 2.6896 -4.6449
H 6.8464 2.0789 -1.7081
H 3.4534 0.4854 2.7101
H -3.9459 -1.1982 0.0803
H -1.1934 3.0722 -2.8917
H -2.3734 4.7915 1.8277
H 1.6156 -3.1686 -1.3758
H 2.1738 1.3554 -3.2847
H 1.1636 0.4213 4.0636
H -3.4080 -3.5787 1.7705
H -4.7058 -2.2158 3.5922
H 0.3409 2.4179 0.5052
H -5.1379 -1.9664 1.1511
H -2.0910 -2.7390 0.9264
H -0.1453 -3.0092 -5.2923
H -1.3382 0.2163 -2.3882
H 2.0228 -2.7684 -4.2652
H 2.6641 -1.2764 -3.5393
H -1.4436 3.9593 0.5716
H 0.8235 -5.2408 2.2921
H 1.5877 -1.2036 -4.9491
H -3.8439 -4.4598 -3.7175
H 0.5898 -3.8221 4.3962
H -4.4105 -0.4724 3.7195
H 1.6229 3.9593 -3.1462
H -0.9367 4.2923 3.8719
H 5.2728 2.1582 2.2622
H 2.8503 3.1355 -2.1833
H -1.9771 -3.0461 2.6697
H -3.0966 3.4495 0.9174
H -0.0297 3.6952 -1.3638
H -3.3983 -3.3067 -1.5777
H 1.2689 -5.2969 -0.1555
H -4.8540 -0.2182 1.2268
H 1.9627 2.4175 0.2981
H -2.2162 -4.2881 -5.5703
H 0.0075 2.7928 3.8060
H 1.4377 4.3983 -0.6943
*
```

Results of the Löwdin charge analysis, in e, for atoms 1 through 2:
1 Br 0.7632
2 Ti 1.1079

Formula: C3H4N2O
Source: the OMol25 dataset
Level of theory: ωB97M-V/def2-TZVPD

- E: -8202.7873 eV
- ΔE to the lowest compared entry with this formula, charge and spin: 25.3 kcal/mol
- E_HOMO: -9.014 eV
- SMILES string: Oc1cc[nH]n1
- Max |F|: 0.37 eV Å⁻¹

Geometry as ORCA input:
```
! RIJCOSX wB97M-V def2-TZVPD def2/J DEFGRID3
* xyz 0 1
O 2.2511 -0.1029 -0.1741
N 0.3265 -1.3584 0.1735
N -0.9837 -1.0428 0.2381
C -0.0012 0.8874 -0.0142
C 0.9122 -0.1900 0.0096
C -1.2263 0.2779 0.1082
H -2.2279 0.6812 0.0829
H 0.2284 1.9423 -0.0620
H -1.6541 -1.7847 0.3477
H 2.3749 0.6899 -0.7097
*
```

Results of the Löwdin charge analysis, in e, for atoms 1 through 2:
1 O 0.0608
2 N 0.0987

Formula: C16H22N6O4ReS2
Source: the OMol25 dataset
Level of theory: ωB97M-V/def2-TZVPD

- E: -57864.9721 eV
- ΔE to the lowest compared entry with this formula, charge and spin: 75.8 kcal/mol
- E_HOMO (spin up / spin down): -14.103 / -14.039 eV
- Expectation value of S²: 0.79
- Max |F|: 4.19 eV Å⁻¹

Geometry as ORCA input:
```
! RIJCOSX wB97M-V def2-TZVPD def2/J DEFGRID3
* xyz 2 2
Re -0.6479 0.3667 -1.0099
S 0.6937 4.3632 -2.9277
S -2.4361 1.6969 -2.2571
O -3.7369 1.9290 -2.7164
O -1.4971 2.9262 -2.7650
O -2.2533 1.6624 -0.7955
O -1.7612 0.4917 -2.7783
N 0.6383 -1.2608 -1.8890
N 0.3960 1.2148 0.7294
N 0.3334 -1.8826 0.7114
N -1.9558 -1.3963 -0.7902
N 0.3923 2.0187 -1.7426
N 1.7760 2.7845 1.5176
C 1.4171 2.0069 2.5888
C 1.7748 2.0605 3.9282
C -0.7890 -2.7831 0.8951
C 1.1303 2.3113 0.4369
C 1.0179 2.8532 -0.8807
C -0.1636 0.2011 2.9803
C -0.1934 -2.4491 -2.2531
C 0.5031 1.0466 2.0889
C 1.1423 1.1775 4.7794
C 1.5541 -2.3915 0.1232
C -2.1074 -2.1139 0.4837
C 0.1637 0.2894 4.3163
C -0.1186 2.6868 -2.8783
C -1.6963 -2.2551 -1.9728
C 1.3084 4.1170 -1.3610
C 1.8807 -1.6557 -1.1943
H 2.4160 3.5652 1.5484
H -0.3515 -0.3308 5.0298
H 0.0922 2.1546 -3.8160
H -2.1728 -3.2339 -1.8513
H -2.1428 -1.7575 -2.8341
H 1.3754 1.1978 5.8310
H 1.4591 -3.4641 -0.0628
H -0.8769 -3.0953 1.9431
H 0.9282 -0.8115 -2.7584
H -0.9580 -0.4398 2.6373
H -0.0731 -2.6745 -3.3145
H -2.8477 -0.9309 -0.9622
H -2.4089 -1.3741 1.2289
H 2.3921 -2.2588 0.8114
H -0.6381 -3.6841 0.3001
H 0.5008 -1.3211 1.5350
H 1.8237 4.8965 -0.8382
H 2.4996 -2.3024 -1.8225
H 0.1747 -3.3037 -1.6935
H 2.4318 -0.7402 -0.9837
H 2.5052 2.7686 4.2827
H -2.8943 -2.8763 0.4221
*
```

Results of the Löwdin charge analysis, in e, for atoms 1 through 2:
1 Re 1.6140
2 S 1.1470